(1)
Molecular formula: C10H17Cl2N3OsS5
Method: DFT, ωB97M-V/def2-TZVPD

Structure (ORCA input):
```
! wB97M-V def2-TZVPD RIJCOSX def2/J DEFGRID3
* xyz 2 1
Os 0.49 0.05 -0.03
C -2.13 1.31 0.89
C -2.03 1.41 -0.62
N -1.36 0.20 -1.14
C -2.15 -1.06 -1.02
C -1.26 -2.24 -0.68
N -0.24 -1.91 0.37
C -0.65 -1.96 1.79
C -1.51 -0.76 2.11
N -1.00 0.48 1.44
H -2.11 2.30 1.33
H -3.07 0.86 1.20
H -3.00 1.57 -1.09
H -1.40 2.26 -0.88
H -1.18 0.36 -2.13
H -2.93 -0.91 -0.28
H -2.66 -1.28 -1.96
H -1.85 -3.11 -0.39
H -0.68 -2.51 -1.56
H 0.50 -2.59 0.26
H -1.17 -2.89 2.03
H 0.26 -1.93 2.38
H -2.54 -0.92 1.80
H -1.54 -0.61 3.19
H -0.48 1.04 2.11
S 6.13 4.23 1.73
C 4.89 3.32 1.34
S 4.59 1.73 2.06
C 3.15 1.36 1.22
C 2.69 2.38 0.27
S 1.29 2.16 -0.57
S 3.67 3.78 0.14
S 2.30 -0.03 1.42
Cl 0.05 -0.39 -3.99
C 1.44 -1.30 -3.45
Cl 1.93 -0.99 -1.73
H 2.30 -1.00 -4.04
H 1.24 -2.36 -3.53
*
```

Output
- HOMO energy (spin up / spin down): -14.2 / -14.1 eV
- Relative energy (zero: lowest compared OMol25 entry of this formula, charge and spin): 0.0 kcal per mole
- LUMO energy (spin up / spin down): -8.370 / -8.349 eV
- Total energy: -3556.99263 Eh
- Strongest force on any atom: 0.663 eV/A
- Molar mass: 600.74 g mol⁻¹

---

(2)
Molecular formula: C18H20N4O2PbS
Method: DFT, ωB97M-V/def2-TZVPD

Structure (ORCA input):
```
! wB97M-V def2-TZVPD RIJCOSX def2/J DEFGRID3
* xyz 0 1
Pb 0.13 -0.35 0.96
C -6.24 0.34 0.54
C -5.37 -0.50 1.47
N -4.27 -1.16 0.80
C -3.12 -0.54 0.44
S -1.90 -1.54 -0.34
N -3.06 0.76 0.64
N -1.84 1.25 0.32
C -1.73 2.45 -0.09
C -2.89 3.39 -0.25
C -0.36 2.85 -0.50
C -0.11 4.12 -1.01
C 1.17 4.43 -1.45
C 2.17 3.48 -1.36
C 1.84 2.25 -0.81
N 0.62 1.93 -0.40
H -7.08 0.77 1.09
H -6.63 -0.26 -0.27
H -5.64 1.15 0.12
H -5.97 -1.29 1.93
H -4.97 0.12 2.27
H -4.31 -2.15 0.61
H -3.75 2.98 0.27
H -3.15 3.51 -1.31
H -2.66 4.38 0.16
H -0.91 4.84 -1.09
H 1.37 5.41 -1.86
H 3.18 3.69 -1.69
H 2.59 1.48 -0.69
C 4.98 -0.46 0.07
C 3.61 -1.06 0.35
O 2.72 -0.27 0.71
C 3.41 -2.48 0.19
C 4.54 -3.32 0.00
C 4.44 -4.67 -0.12
C 3.15 -5.25 -0.07
C 2.04 -4.48 0.09
C 2.11 -3.07 0.23
O 1.00 -2.42 0.35
H 4.89 0.62 0.12
H 5.36 -0.76 -0.90
H 5.69 -0.78 0.83
H 5.53 -2.87 -0.04
H 5.32 -5.28 -0.26
H 3.05 -6.33 -0.17
H 1.05 -4.92 0.12
*
```

Output
- HOMO energy: -7.5 eV
- LUMO energy: -0.055 eV
- Total energy: -1658.48423 Eh
- Strongest force on any atom: 0.403 eV/A
- Molar mass: 563.65 g mol⁻¹

---

(3)
Molecular formula: C3H8O
Method: DFT, ωB97M-V/def2-TZVPD

Structure (ORCA input):
```
! wB97M-V def2-TZVPD RIJCOSX def2/J DEFGRID3
* xyz 0 1
C -1.46 -0.13 0.09
C -0.11 -0.23 -0.61
C 1.03 0.57 0.06
O 2.10 -0.26 0.47
H -1.36 -0.26 1.18
H -2.15 -0.91 -0.26
H -1.95 0.83 -0.08
H 0.24 -1.27 -0.61
H -0.22 0.05 -1.66
H 0.64 1.16 0.91
H 1.48 1.28 -0.64
H 1.77 -0.85 1.15
*
```

Output
- HOMO energy: -10.3 eV
- Relative energy (zero: lowest compared OMol25 entry of this formula, charge and spin): 7.7 kcal per mole
- LUMO energy: 1.072 eV
- SMILES string: CCCO
- Total energy: -194.32366 Eh
- Strongest force on any atom: 0.378 eV/A
- Molar mass: 60.10 g mol⁻¹

---

Which of these has the lowest strongest force on any atom? C3H8O

---

Which value of total energy does entry 2 give? -1658.48423 Eh

---

Which value of strongest force on any atom does entry 2 give? 0.403 eV/A